No. 1
Formula: C35H49BBr2F32O10Si3
Source: the Open Molecules 2025 dataset
Level of theory: ωB97M-V/def2-TZVPD

Structure (XYZ):
```
132
Properties=species:S:1:pos:R:3:lowdin_charge:R:1
C 3.195 -0.739 3.752 -0.107
O 3.074 -1.736 2.761 -0.232
C 3.841 -1.450 1.592 -0.266
Si 2.864 -0.495 0.272 0.453
C 2.456 1.242 0.860 -0.200
C 3.820 1.945 1.187 -0.308
O 3.756 2.650 2.417 -0.216
Si 3.841 4.327 2.254 0.452
C 5.580 4.984 1.926 -0.152
C 2.567 4.904 0.972 -0.152
C 3.241 5.012 3.918 -0.160
O 1.583 -1.383 -0.335 -0.271
Si 0.048 -1.009 0.264 0.565
C -1.086 -2.421 -0.315 -0.140
C -0.719 0.566 -0.497 -0.228
O -2.093 0.666 -0.005 -0.079
C -2.648 1.818 -0.462 -0.561
C -2.899 1.965 -1.972 0.026
O -2.982 2.692 0.255 0.142
B -0.114 -0.968 2.247 -0.486
C -0.013 -2.340 3.051 -0.046
O -0.337 0.203 2.991 0.051
C 4.095 -0.284 -1.186 -0.683
Br 5.871 -1.047 -1.038 0.749
C 3.816 0.340 -2.305 -0.779
C 4.770 0.542 -3.464 -0.170
Br 2.068 1.109 -2.611 0.812
H 4.213 -0.333 3.824 0.094
H 2.950 -1.162 4.731 0.093
H 2.502 0.101 3.595 0.081
H 4.782 -0.950 1.856 0.071
H 4.105 -2.417 1.140 0.089
H 1.974 1.876 0.113 0.030
H 1.859 1.299 1.777 0.083
H 4.612 1.185 1.218 0.091
H 4.077 2.640 0.375 0.099
H 6.222 4.322 1.335 0.032
H 5.572 5.999 1.466 0.020
H 6.078 5.125 2.896 0.031
H 1.587 4.584 1.341 0.037
H 2.587 5.984 0.808 0.030
H 2.766 4.419 0.007 0.022
H 2.158 4.856 3.947 0.028
H 3.703 4.382 4.688 0.030
H 3.489 6.065 4.050 0.031
H -0.479 -3.334 -0.361 0.043
H -1.899 -2.612 0.389 0.039
H -1.436 -2.190 -1.325 0.033
H -0.213 1.495 -0.220 0.087
H -0.764 0.440 -1.588 0.068
H -2.087 2.553 -2.403 0.094
H -3.864 2.459 -2.061 0.049
H -2.935 0.978 -2.443 0.088
H -1.048 -2.641 3.292 0.074
H 0.543 -2.221 3.981 0.062
H 0.416 -3.100 2.392 0.059
H -1.258 0.169 3.284 0.108
H 5.468 -0.281 -3.582 0.038
H 4.157 0.571 -4.372 0.057
H 5.246 1.522 -3.384 0.090
C -4.826 -7.000 -2.702 -0.043
C -3.712 -7.288 -1.682 -0.440
C -3.545 -6.289 -0.539 -0.292
F -3.275 -5.046 -0.978 0.095
F -2.507 -6.671 0.250 0.087
F -2.544 -7.463 -2.335 0.135
F -4.012 -8.489 -1.105 0.099
O -4.464 -6.344 -3.908 0.050
C -4.360 -4.965 -3.926 -0.533
C -2.923 -4.487 -4.154 -0.279
F -2.081 -5.003 -3.238 0.098
F -2.869 -3.139 -4.049 0.096
F -4.908 -4.434 -2.816 0.142
F -5.108 -4.538 -4.964 0.150
H -5.172 -7.978 -3.033 0.151
H -5.694 -6.532 -2.236 0.147
H -4.445 -6.252 0.082 0.176
H -2.577 -4.782 -5.147 0.177
C -1.287 -9.436 1.096 -0.048
C -1.065 -10.751 0.328 -0.438
C -1.680 -12.018 0.923 -0.300
F -1.218 -12.283 2.162 0.093
F -1.369 -13.082 0.143 0.095
F 0.258 -10.920 0.110 0.133
F -1.636 -10.583 -0.899 0.104
O -0.254 -8.998 1.971 0.053
C -0.182 -9.506 3.252 -0.535
C 1.070 -10.358 3.476 -0.282
F 1.155 -11.358 2.578 0.099
F 1.028 -10.917 4.708 0.099
F -1.315 -10.164 3.567 0.141
F -0.112 -8.445 4.083 0.146
H -1.325 -8.660 0.336 0.126
H -2.263 -9.405 1.581 0.146
H -2.770 -11.933 0.965 0.173
H 1.968 -9.743 3.393 0.176
C -6.834 2.746 -0.955 -0.035
C -6.784 3.265 -2.404 -0.430
C -7.482 4.595 -2.687 -0.299
F -8.798 4.555 -2.399 0.095
F -7.367 4.894 -4.004 0.096
F -7.229 2.301 -3.237 0.135
F -5.462 3.449 -2.703 0.082
O -7.831 1.787 -0.629 0.050
C -9.107 2.211 -0.310 -0.535
C -10.144 1.778 -1.349 -0.282
F -9.811 2.199 -2.584 0.099
F -11.348 2.314 -1.044 0.100
F -9.125 3.539 -0.089 0.144
F -9.426 1.622 0.862 0.147
H -5.901 2.204 -0.809 0.139
H -6.807 3.559 -0.230 0.151
H -7.019 5.403 -2.112 0.175
H -10.233 0.689 -1.368 0.175
C 7.293 9.940 -1.469 -0.044
C 6.900 8.543 -0.960 -0.441
C 5.415 8.182 -1.001 -0.292
F 4.655 9.020 -0.268 0.095
F 5.237 6.937 -0.492 0.076
F 7.399 8.366 0.283 0.131
F 7.538 7.644 -1.762 0.106
O 7.466 10.972 -0.509 0.048
C 6.363 11.669 -0.052 -0.535
C 6.083 11.412 1.431 -0.281
F 5.940 10.096 1.685 0.097
F 4.934 12.026 1.791 0.102
F 5.291 11.421 -0.828 0.142
F 6.649 12.979 -0.197 0.149
H 8.287 9.819 -1.899 0.149
H 6.662 10.264 -2.297 0.146
H 5.040 8.186 -2.029 0.175
H 6.901 11.794 2.046 0.176
```

Output
**DFT total energy**: -11352.70165 hartree
**E_LUMO**: 0.232 eV
**Multiplicity**: 1
**E_HOMO**: -0.3301 Eh

No. 2
Formula: C35H49Cl10F3O4
Source: the Open Molecules 2025 dataset
Level of theory: ωB97M-V/def2-TZVPD

Structure (XYZ):
```
101
Properties=species:S:1:pos:R:3:lowdin_charge:R:1
F -0.859 -0.624 -1.176 0.105
C -0.424 -0.538 0.041 -0.313
C -1.019 0.433 0.835 -0.043
C -0.414 0.955 1.956 -0.115
C 0.739 0.316 2.352 -0.097
C 1.312 -0.755 1.652 -0.107
C 0.751 -1.129 0.478 -0.051
H -1.869 0.935 0.397 0.065
H -0.806 1.820 2.472 0.090
H 1.173 0.608 3.297 0.084
H 2.208 -1.190 2.069 0.070
H 1.155 -1.983 -0.046 0.092
F -5.923 2.301 -5.670 0.089
C -5.093 2.132 -4.652 -0.308
C -4.524 0.895 -4.439 -0.010
C -3.673 0.728 -3.349 -0.090
C -3.274 1.845 -2.587 -0.150
C -3.774 3.099 -2.798 -0.074
C -4.714 3.190 -3.856 -0.005
H -4.783 0.003 -4.990 0.118
H -3.301 -0.258 -3.112 0.079
H -2.584 1.725 -1.765 0.054
H -3.385 3.966 -2.286 0.099
H -5.117 4.162 -4.097 0.115
F 0.062 -5.006 3.498 0.046
C -0.742 -4.854 2.422 -0.271
C -1.198 -5.963 1.656 0.007
C -2.062 -5.773 0.584 -0.061
C -2.405 -4.473 0.229 -0.124
C -1.975 -3.405 0.937 -0.095
C -1.121 -3.603 2.030 -0.023
H -0.965 -6.971 1.966 0.115
H -2.500 -6.630 0.093 0.110
H -3.085 -4.278 -0.587 0.099
H -2.244 -2.485 0.438 0.084
H -0.930 -2.762 2.681 0.107
C -5.919 -0.435 0.302 -0.914
Cl -4.856 1.020 0.433 0.491
Cl -5.090 -1.579 -0.826 0.487
H -5.961 -0.907 1.284 0.004
H -6.945 -0.219 0.005 0.042
C 2.774 -4.145 3.134 -1.063
Cl 4.492 -4.060 3.569 0.501
Cl 2.709 -4.093 1.431 0.583
H 2.392 -5.104 3.486 0.027
H 2.214 -3.275 3.476 0.023
C 4.286 0.329 3.516 -1.058
Cl 5.138 1.732 3.985 0.604
Cl 5.230 -0.790 2.492 0.524
H 3.921 -0.253 4.361 0.048
H 3.411 0.645 2.947 -0.014
C -2.915 -0.715 4.219 -0.992
Cl -4.584 -0.115 4.086 0.527
Cl -1.840 0.309 5.216 0.496
H -2.903 -1.676 4.733 0.029
H -2.329 -0.646 3.302 -0.014
C 0.916 4.009 0.301 -1.006
Cl -0.833 3.697 -0.048 0.544
Cl 1.773 3.971 -1.202 0.547
H 1.051 4.986 0.765 0.029
H 1.336 3.264 0.976 0.015
C 0.272 2.419 -5.702 -0.002
C 1.287 1.385 -5.306 -0.527
O 1.873 0.791 -6.131 0.103
C 1.339 0.902 -3.874 -0.027
H -0.059 2.137 -6.702 0.091
H 0.711 3.416 -5.713 0.091
H -0.596 2.352 -5.047 0.075
H 1.603 1.736 -3.224 0.046
H 2.181 0.229 -3.711 0.059
H 0.395 0.457 -3.559 0.087
C 0.376 4.497 3.925 0.001
C 1.498 3.749 4.652 -0.454
O 2.150 2.834 4.123 -0.016
C 1.858 4.203 6.041 -0.011
H -0.069 3.767 3.249 0.051
H 0.888 5.269 3.350 0.091
H -0.369 4.763 4.676 0.090
H 2.575 3.505 6.472 0.091
H 0.926 4.193 6.607 0.087
H 2.090 5.266 5.981 0.097
C 3.690 -0.006 -0.953 0.061
C 4.844 0.900 -1.322 -0.282
O 5.327 0.807 -2.438 0.372
C 5.365 1.685 -0.138 0.053
H 4.088 -0.855 -0.397 0.115
H 3.393 -0.390 -1.930 0.078
H 2.885 0.463 -0.387 0.107
H 5.897 0.894 0.391 0.082
H 4.719 2.292 0.495 0.114
H 6.101 2.405 -0.499 0.109
C 0.652 -2.430 -4.678 -0.007
C 0.801 -2.673 -3.209 -0.493
O 1.909 -2.491 -2.700 0.030
C -0.367 -3.338 -2.595 -0.024
H -0.429 -2.358 -4.794 0.084
H 1.101 -3.235 -5.260 0.107
H 1.149 -1.498 -4.949 0.061
H -1.137 -2.573 -2.690 0.080
H -0.367 -3.615 -1.541 0.071
H -0.658 -4.242 -3.132 0.107
```

Output
**Charge**: +1
**DFT total energy**: -6565.10373 hartree
**E_LUMO (spin up / spin down)**: -4.421 / -8.408 eV
**Multiplicity**: 2
**E_HOMO (spin up / spin down)**: -0.4011 / -0.4011 Eh